1.
A structure of composition C32H32BrN6O3S7Tl. Source: OMol25; level of theory: the ωB97M-V functional and the def2-TZVPD basis.

Values from the calculation:
**Strongest force on any atom**: 0.35 eV/A
**Electronic energy**: -7326.7562 a.u.
**LUMO level**: 3.61 eV
**Highest occupied orbital energy**: -1.0 eV
**Energy relative to the best compared isomer or geometry (same formula, charge and spin)**: 31.3 kcal/mol
**2S+1**: 1
**Net charge**: -2

Last column: Mulliken charge in e.
CARTESIAN COORDINATES (ANGSTROEM)
1 Tl -0.824 0.302 -0.876  0.87
2 S 3.514 -1.021 -7.424  -0.41
3 C 2.741 -0.907 -5.944  0.08
4 S 1.695 -2.101 -5.306  -0.17
5 C 1.257 -1.348 -3.771  -0.14
6 C 1.831 -0.130 -3.564  -0.29
7 S 1.723 0.944 -2.199  -0.31
8 S 2.877 0.419 -4.874  -0.12
9 S 0.182 -2.241 -2.749  -0.41
10 C -4.041 -2.176 2.705  -0.97
11 N -2.900 -1.320 2.923  0.30
12 C -1.789 -1.659 3.687  -0.90
13 C -0.941 -0.621 3.617  -0.41
14 N -1.527 0.346 2.820  0.87
15 C -2.750 -0.061 2.390  0.13
16 S -3.891 0.766 1.472  -0.37
17 C -0.866 1.623 2.587  -0.61
18 C -0.841 2.466 3.680  -0.58
19 C -0.207 3.739 3.468  -0.59
20 C 0.389 4.022 2.302  -1.12
21 C 0.479 2.991 1.187  0.52
22 N -0.340 1.787 1.400  0.39
23 H -4.613 -2.306 3.627  0.32
24 H -3.715 -3.154 2.345  0.32
25 H -4.674 -1.696 1.963  0.26
26 H -1.700 -2.616 4.173  0.47
27 H 0.039 -0.472 4.038  0.50
28 H -1.358 2.215 4.595  0.40
29 H -0.219 4.476 4.266  0.33
30 H 0.892 4.969 2.130  0.36
31 H 0.149 3.445 0.241  -0.48
32 O 5.812 -4.697 0.569  -0.56
33 C 4.988 -5.310 1.536  -0.41
34 N 3.574 -5.115 1.321  -0.24
35 C 3.082 -3.837 1.510  0.21
36 O 3.794 -2.958 1.952  -0.64
37 C 1.656 -3.625 1.154  0.43
38 C 0.726 -4.650 1.075  -0.41
39 C -0.577 -4.347 0.724  -1.19
40 C -0.903 -3.023 0.476  -0.31
41 N -0.027 -2.035 0.557  0.64
42 C 1.227 -2.329 0.873  -0.71
43 H 5.643 -3.747 0.621  0.36
44 H 5.215 -4.934 2.531  0.31
45 H 5.200 -6.375 1.492  0.34
46 H 3.166 -5.618 0.546  0.30
47 H 1.010 -5.671 1.303  0.52
48 H -1.328 -5.121 0.640  0.47
49 H -1.910 -2.734 0.179  0.42
50 H 1.943 -1.513 0.877  0.43
51 Br -2.397 7.472 -2.563  -0.22
52 C -2.038 5.613 -2.354  0.24
53 C -2.973 4.810 -1.731  -0.64
54 C -2.668 3.461 -1.614  -0.10
55 N -1.547 2.920 -2.084  0.12
56 C -0.655 3.716 -2.669  -0.33
57 C -0.853 5.086 -2.825  -0.69
58 H -3.900 5.211 -1.347  0.43
59 H -3.345 2.784 -1.097  0.29
60 H 0.260 3.233 -3.008  0.35
61 H -0.099 5.705 -3.291  0.47
62 C 4.675 2.026 0.746  -0.46
63 C 3.825 1.154 1.413  -0.65
64 C 2.478 1.462 1.544  0.04
65 C 1.955 2.630 1.004  0.16
66 C 2.818 3.503 0.347  -0.03
67 C 4.167 3.207 0.219  -0.81
68 H 5.722 1.778 0.618  0.35
69 H 4.206 0.221 1.816  0.40
70 H 1.804 0.790 2.064  0.33
71 H 2.420 4.418 -0.085  0.38
72 H 4.821 3.888 -0.314  0.34
73 C -3.207 -1.583 -3.549  -0.81
74 S -3.678 0.105 -3.139  0.61
75 C -5.067 -0.357 -2.078  -0.78
76 O -4.293 0.694 -4.369  -0.70
77 H -4.033 -2.041 -4.097  0.40
78 H -2.972 -2.122 -2.630  0.14
79 H -2.303 -1.538 -4.155  0.22
80 H -5.786 -0.904 -2.690  0.38
81 H -5.506 0.563 -1.692  0.30
82 H -4.697 -0.950 -1.239  0.09

Atomic forces in eV per Å
Tl 0.0078 -0.0804 -0.2468
S 0.0757 0.0023 -0.1117
C -0.1384 0.0022 0.1937
S -0.0237 0.0234 0.0951
C 0.1495 0.1733 -0.1561
C -0.0295 -0.1902 -0.2243
S -0.0724 0.0950 0.2305
S -0.0358 -0.0190 0.0882
S 0.0029 -0.1509 0.0618
C 0.0245 0.0337 0.0648
N 0.1049 -0.0043 -0.0702
C -0.2445 -0.1021 -0.1281
C 0.0600 0.1916 -0.1488
N 0.0493 -0.1114 -0.1130
C 0.1475 -0.2097 0.2042
S 0.0138 -0.0097 0.0024
C 0.0670 0.3142 0.0124
C 0.0188 0.0468 0.1358
C 0.0022 -0.1652 -0.0048
C -0.0848 0.0380 -0.1328
C 0.0310 -0.1206 0.1176
N 0.0399 0.0125 0.1713
H 0.0038 0.0112 -0.0014
H 0.0147 0.0277 -0.0083
H -0.0049 0.0056 -0.0294
H -0.0103 0.0510 -0.0307
H -0.0675 0.0260 -0.0375
H -0.0169 -0.0007 -0.0429
H 0.0040 0.0233 -0.0163
H -0.0852 0.0191 0.0226
H 0.1100 0.0320 -0.0509
O -0.0873 -0.0852 0.0366
C -0.0164 0.0937 -0.0965
N 0.0140 0.0173 -0.1608
C 0.0185 -0.2065 -0.1337
O 0.0957 0.2067 0.1675
C -0.0680 0.1649 -0.0341
C -0.0411 -0.1275 0.0449
C -0.0974 -0.1062 -0.0032
C -0.0596 0.0071 -0.0290
N 0.2401 0.0173 0.2609
C 0.0834 0.0853 -0.0564
H 0.0030 0.0426 0.0354
H 0.0235 0.0269 0.1028
H 0.0195 -0.0669 -0.0230
H -0.0167 -0.0467 0.0474
H -0.0168 0.0141 -0.0183
H 0.0179 0.0154 -0.0058
H 0.0290 -0.0341 0.0414
H -0.0745 0.0214 0.0294
Br 0.0304 -0.0295 0.0130
C -0.0382 0.0615 -0.0072
C -0.0263 -0.0009 -0.0029
C 0.0703 -0.0949 0.0386
N 0.0503 0.1741 0.0355
C -0.0675 -0.0067 0.0205
C 0.0585 -0.0825 -0.0038
H 0.0358 -0.0196 0.0104
H 0.0345 0.0291 -0.0500
H -0.0551 -0.0004 0.0374
H -0.0282 -0.0136 -0.0217
C -0.0441 -0.0067 0.0054
C -0.0092 0.0118 -0.0102
C 0.0042 -0.0392 0.0499
C -0.0566 -0.0041 0.0031
C -0.0192 -0.0533 -0.0063
C -0.0179 0.0103 0.0001
H 0.0084 0.0075 0.0073
H -0.0117 0.0365 -0.0155
H 0.0152 -0.0130 -0.0661
H 0.0064 -0.0421 -0.0124
H -0.0201 -0.0261 -0.0051
C 0.0108 0.1462 -0.0466
S -0.1728 -0.0910 -0.0676
C 0.1496 0.0577 0.0359
O -0.0387 -0.0366 0.0163
H -0.0197 0.0170 0.0334
H 0.0441 0.0334 -0.0919
H -0.0369 -0.0464 0.0727
H 0.0120 -0.0010 0.0428
H -0.0036 -0.0458 -0.0346
H -0.0451 0.0636 -0.0327

2.
A structure of composition C32H32N5O4Os at a distorted geometry. Source: OMol25; level of theory: the ωB97M-V functional and the def2-TZVPD basis.

Values from the calculation:
**Strongest force on any atom**: 3.47 eV/A
**Electronic energy**: -1903.0449 a.u.
**LUMO level (alpha / beta)**: -9.10 / -10.39 eV
**Highest occupied orbital energy (alpha / beta)**: -16.1 / -16.7 eV
**2S+1**: 5
**Expectation value of S²**: 6.03
**Net charge**: +3

Last column: Mulliken charge in e.
CARTESIAN COORDINATES (ANGSTROEM)
1 Os -0.821 -0.515 -0.852  1.15
2 C 0.173 -5.935 3.561  -1.50
3 C 0.042 -4.569 2.900  -0.02
4 C 0.634 -3.420 3.482  -0.79
5 C 0.558 -2.116 2.901  0.49
6 C 1.359 -1.127 3.577  -0.58
7 N 1.076 0.145 3.841  0.02
8 C -0.252 0.820 3.916  -0.26
9 C -0.050 2.318 3.672  -1.00
10 C -1.130 3.095 2.930  -0.82
11 N -1.085 2.880 1.502  0.47
12 C -1.425 3.825 0.611  -0.54
13 C -1.506 3.519 -0.756  1.12
14 C -1.477 4.636 -1.639  -0.87
15 C -1.449 4.466 -3.017  0.37
16 C -1.356 5.614 -3.966  -1.53
17 C -1.431 3.183 -3.541  -1.05
18 C -1.605 2.054 -2.697  0.51
19 C -1.704 0.799 -3.327  -0.02
20 N -1.501 -0.361 -2.732  0.02
21 C -1.456 -1.686 -3.419  -0.56
22 C -2.631 -2.544 -2.972  -0.47
23 C -3.192 -2.209 -1.616  -0.75
24 N -2.032 -2.063 -0.691  -0.09
25 C -1.625 -3.129 -0.023  0.03
26 C -0.769 -3.156 1.090  0.21
27 C -0.624 -4.420 1.702  -0.84
28 C -0.139 -1.975 1.631  1.05
29 O -0.292 -0.782 1.127  -1.00
30 C -1.600 2.192 -1.287  0.54
31 O -1.803 1.132 -0.474  -1.13
32 H 0.457 -5.807 4.612  0.39
33 H 0.945 -6.621 3.097  0.32
34 H -0.819 -6.398 3.562  0.40
35 H 1.235 -3.517 4.389  0.53
36 H 2.384 -1.447 3.822  0.50
37 H 1.876 0.710 4.133  0.36
38 H -0.668 0.628 4.919  0.38
39 H -0.968 0.351 3.189  0.21
40 H 0.914 2.522 3.124  0.37
41 H 0.025 2.831 4.639  0.48
42 H -0.976 4.173 3.138  0.54
43 H -2.169 2.880 3.278  0.31
44 H -0.570 2.074 1.169  -0.20
45 H -1.596 4.834 0.938  0.55
46 H -1.350 5.648 -1.265  0.44
47 H -1.060 6.521 -3.454  0.40
48 H -2.365 5.783 -4.430  0.33
49 H -0.592 5.352 -4.790  0.37
50 H -1.279 3.018 -4.596  0.55
51 H -2.094 0.784 -4.356  0.53
52 H -0.509 -2.196 -3.113  -0.02
53 H -1.412 -1.566 -4.520  0.62
54 H -2.322 -3.622 -3.012  0.35
55 H -3.476 -2.399 -3.667  0.35
56 H -3.875 -2.980 -1.212  0.52
57 H -3.774 -1.256 -1.633  0.25
58 H -2.023 -4.110 -0.303  0.53
59 H -1.104 -5.277 1.230  0.51
60 O 1.312 1.899 -0.089  -0.51
61 C 1.787 0.922 -0.646  -0.11
62 N 1.024 -0.149 -1.293  0.53
63 C 1.947 -1.169 -1.703  0.29
64 O 1.574 -2.221 -2.176  -0.65
65 C 3.291 -0.666 -1.455  -0.01
66 C 4.556 -1.291 -1.597  -0.59
67 C 5.675 -0.682 -1.064  -0.46
68 C 5.591 0.518 -0.377  -0.65
69 C 4.337 1.085 -0.223  -0.22
70 C 3.197 0.505 -0.773  0.65
71 H 4.597 -2.253 -2.116  0.49
72 H 6.672 -1.131 -1.244  0.39
73 H 6.479 1.053 0.019  0.42
74 H 4.241 1.997 0.411  0.40

Atomic forces in eV per Å
Os 0.9082 -1.1170 1.0134
C 0.3531 -0.0171 0.0980
C 0.8520 -0.0567 0.6644
C 0.0516 0.1450 -1.1174
C -0.8449 -1.7230 -0.5055
C -0.0256 2.1814 -0.2847
N 0.1798 -1.9351 -0.3041
C -0.5355 -0.5633 -0.8951
C 0.6745 0.8137 -0.0066
C -0.7948 0.5084 0.8478
N -0.3343 2.4045 -1.3247
C 0.9731 -2.8788 1.6790
C -0.0066 0.4722 -1.3914
C 0.2236 -0.9626 -0.2026
C 0.4105 0.0291 -0.4233
C 0.1793 -0.2458 -1.4788
C -0.5766 -0.4511 1.3473
C 0.6213 1.0688 0.3563
C -0.6183 -2.6263 -0.0590
N 0.6365 1.0188 -1.1676
C 0.4227 -0.0389 -0.2670
C -1.0533 -1.0537 -1.1369
C -0.0212 0.1861 0.5559
N -0.9854 -1.9502 1.1714
C -1.0676 0.6217 -0.9129
C 1.2920 0.4944 0.3882
C 0.0451 0.4950 0.3329
C -0.4156 -0.4308 1.8888
O -0.0853 0.1162 -1.1867
C -0.5554 0.2524 0.5484
O -0.5740 2.8679 -0.4683
H -0.0248 -0.0753 -0.2312
H -0.9880 0.8846 0.2593
H 0.3172 -0.2440 -0.0913
H -0.2812 -0.1740 -0.1710
H -0.4316 0.3179 0.1415
H -0.3035 -0.1709 0.2695
H 0.2957 0.0650 -0.3056
H 0.8949 0.3342 0.4878
H -0.7739 -0.3138 0.5147
H 0.2375 -0.2112 -0.1394
H -0.0448 -0.5050 -0.1826
H 0.7810 -0.0948 -0.0636
H -0.3720 -0.2788 -0.3667
H -0.2877 0.2073 0.4138
H -0.2514 -0.1432 0.2257
H 0.1070 0.1874 -0.1114
H 0.9941 -0.0627 0.2366
H -1.2701 0.6659 1.1859
H -0.1916 0.0695 -0.1971
H 0.5880 -0.1386 0.1714
H -0.5344 0.7025 -0.2167
H -0.1540 0.0641 0.6320
H -0.3259 0.9349 -0.0611
H 0.3682 -0.3297 0.0358
H 0.4149 0.3032 -0.3704
H 0.6397 -0.6252 0.1595
H -0.3485 0.3335 0.0229
H 0.1724 0.1010 0.1223
O -0.0194 -1.1845 -0.5234
C -0.3924 -0.2721 -0.0984
N 2.0113 1.5101 0.5711
C -0.8155 -0.4826 -1.0860
O 0.1213 0.5496 0.4927
C 1.8136 -1.4341 0.0450
C -1.5490 -0.4073 -0.4175
C 1.3322 -0.5534 -0.6965
C -0.0447 0.6450 0.1697
C -0.4222 1.6765 1.2004
C 0.6976 1.2909 0.8648
H 0.1895 0.3681 0.1761
H -0.7985 0.1974 0.2431
H -0.6936 -0.6650 -0.2856
H 0.0140 -0.6680 -0.7852

3.
A structure of composition C32H33BF3IrN6O6S3. Source: OMol25; level of theory: the ωB97M-V functional and the def2-TZVPD basis.

Values from the calculation:
**Strongest force on any atom**: 0.42 eV/A
**Electronic energy**: -3642.4612 a.u.
**LUMO level (alpha / beta)**: -3.36 / -3.36 eV
**Highest occupied orbital energy (alpha / beta)**: -9.0 / -8.9 eV
**Energy relative to the best compared isomer or geometry (same formula, charge and spin)**: 1.4 kcal/mol
**2S+1**: 2
**Expectation value of S²**: 0.75
**Net charge**: +1

Last column: Mulliken charge in e.
CARTESIAN COORDINATES (ANGSTROEM)
1 Ir 1.950 1.069 1.846  2.47
2 C 3.834 5.974 1.830  -0.76
3 S 2.416 5.634 2.886  -0.03
4 C 2.134 3.939 2.613  0.66
5 S 2.816 3.129 1.233  -0.71
6 N 1.332 3.415 3.503  -1.65
7 N 1.080 2.094 3.258  0.97
8 C 0.214 1.469 3.986  -0.62
9 C 0.030 0.053 3.693  0.68
10 C -0.889 -0.755 4.346  -0.91
11 C -0.989 -2.090 3.984  -0.49
12 C -0.166 -2.587 2.986  -1.14
13 C 0.742 -1.730 2.382  -0.20
14 N 0.831 -0.449 2.722  -0.36
15 H 4.079 7.019 2.017  0.36
16 H 3.598 5.843 0.778  0.29
17 H 4.675 5.344 2.112  0.22
18 H -0.321 1.984 4.774  0.52
19 H -1.514 -0.335 5.122  0.54
20 H -1.702 -2.735 4.481  0.46
21 H -0.210 -3.623 2.680  0.58
22 H 1.431 -2.053 1.610  0.58
23 F -4.549 1.392 -0.865  -0.34
24 C -3.444 0.950 -1.505  0.34
25 C -2.246 0.960 -0.853  -0.67
26 C -1.100 0.457 -1.466  0.51
27 C 0.167 0.533 -0.707  1.80
28 O 0.163 1.150 0.366  -1.06
29 C 1.291 -0.090 -1.341  -0.37
30 C 1.125 -0.564 -2.604  -0.35
31 N -0.015 -0.571 -3.341  0.16
32 C 0.125 -1.140 -4.675  -0.13
33 C -0.882 -1.993 -5.377  -0.51
34 C -0.519 -0.623 -5.921  -0.53
35 C -1.176 -0.064 -2.767  -0.19
36 C -2.411 -0.010 -3.430  -0.24
37 C -3.549 0.486 -2.819  -1.75
38 N -4.757 0.521 -3.569  0.27
39 C -5.818 1.450 -3.207  -0.74
40 C -6.827 1.485 -4.370  -0.70
41 N -6.128 0.985 -5.601  -0.15
42 C -5.839 -0.488 -5.480  -0.78
43 C -5.303 -0.734 -4.060  -0.61
44 C 2.708 -0.292 -0.782  0.04
45 O 3.563 -0.637 -1.580  -0.79
46 O 2.880 -0.193 0.485  -0.81
47 H -2.167 1.353 0.152  0.65
48 H 2.009 -0.970 -3.078  0.54
49 H 1.148 -1.460 -4.801  0.48
50 H -1.850 -2.141 -4.925  0.14
51 H -0.503 -2.863 -5.894  0.31
52 H -1.234 0.182 -5.844  0.16
53 H 0.103 -0.572 -6.802  0.32
54 H -2.508 -0.324 -4.453  0.62
55 H -5.383 2.436 -3.049  0.51
56 H -6.355 1.171 -2.297  0.43
57 H -7.202 2.487 -4.562  0.38
58 H -7.672 0.819 -4.208  0.35
59 H -5.229 1.469 -5.663  0.38
60 H -6.663 1.185 -6.445  0.33
61 H -5.110 -0.733 -6.251  0.43
62 H -6.766 -1.021 -5.678  0.38
63 H -4.530 -1.497 -4.089  0.46
64 H -6.102 -1.106 -3.407  0.32
65 C 2.441 -4.788 4.768  -1.46
66 C 3.044 -3.434 4.519  0.94
67 C 4.010 -3.247 3.535  -0.90
68 C 4.586 -2.004 3.319  -0.50
69 C 4.170 -0.934 4.092  0.41
70 C 3.189 -1.085 5.065  -0.64
71 C 2.640 -2.336 5.277  -0.46
72 S 4.920 0.650 3.957  1.17
73 O 5.153 0.680 2.374  -0.11
74 O 6.196 0.657 4.591  -0.66
75 O 3.939 1.642 4.270  -0.58
76 H 2.877 -5.544 4.117  0.36
77 H 1.362 -4.771 4.597  0.28
78 H 2.599 -5.099 5.801  0.37
79 H 4.329 -4.090 2.933  0.32
80 H 5.337 -1.869 2.553  0.44
81 H 2.872 -0.229 5.647  0.50
82 H 1.886 -2.464 6.045  0.46
83 F 5.867 1.657 0.411  -0.18
84 B 5.683 1.766 1.705  0.39
85 F 6.085 2.850 2.342  -0.23

Atomic forces in eV per Å
Ir -0.2359 -0.1035 -0.3322
C -0.0298 0.0225 -0.0326
S 0.0478 -0.0088 0.0530
C -0.0164 0.0022 -0.0196
S 0.2373 -0.0295 0.1735
N -0.1554 -0.0517 -0.0532
N 0.0656 0.0424 -0.0978
C -0.0104 -0.0216 0.1267
C 0.0141 0.0892 0.0798
C -0.0317 -0.1034 0.0092
C 0.0124 0.0540 0.0121
C 0.0434 0.0272 -0.0026
C 0.0013 -0.0316 0.0131
N 0.0874 0.0227 0.1221
H 0.0170 -0.0110 0.0065
H -0.0131 -0.0089 -0.0001
H 0.0167 0.0061 -0.0182
H 0.0194 -0.0067 -0.0016
H 0.0027 0.0020 0.0000
H 0.0001 -0.0020 -0.0018
H 0.0007 -0.0052 0.0025
H -0.0035 -0.0091 -0.0014
F 0.0096 0.0014 0.0151
C -0.0171 -0.0295 -0.0011
C 0.0004 0.0342 0.0413
C 0.0590 0.0296 -0.0203
C 0.0627 0.0967 -0.1086
O -0.1060 -0.1603 0.0630
C 0.0168 0.0299 0.0131
C 0.0225 0.0228 -0.0036
N -0.0641 -0.0033 0.0067
C -0.0019 0.0152 0.0056
C 0.0129 0.0212 -0.0050
C -0.0049 -0.0129 0.0120
C 0.0499 -0.0256 -0.0447
C 0.0261 0.0248 0.0049
C 0.0177 0.0316 0.0058
N 0.0043 -0.0428 -0.0148
C -0.0095 0.0223 -0.0170
C 0.0053 -0.0024 -0.0073
N 0.0032 -0.0037 0.0107
C -0.0048 0.0106 -0.0046
C -0.0154 -0.0090 0.0331
C -0.0551 -0.0749 0.0393
O 0.0026 -0.0657 -0.0021
O 0.0098 0.1174 -0.0668
H -0.0011 -0.0067 -0.0022
H -0.0066 -0.0054 0.0084
H -0.0066 -0.0009 0.0006
H -0.0183 0.0059 0.0031
H -0.0052 -0.0036 0.0038
H -0.0098 -0.0009 0.0007
H -0.0003 0.0035 0.0002
H 0.0041 -0.0281 -0.0359
H -0.0027 0.0017 0.0035
H -0.0009 -0.0022 -0.0157
H 0.0085 0.0033 -0.0004
H -0.0076 0.0078 -0.0032
H -0.0046 0.0042 -0.0104
H -0.0114 -0.0092 0.0060
H 0.0043 0.0035 0.0046
H 0.0034 -0.0039 -0.0112
H 0.0042 -0.0009 -0.0024
H -0.0008 0.0012 0.0039
C 0.0001 0.0061 -0.0042
C -0.0139 -0.0116 -0.0004
C 0.0114 -0.0038 0.0021
C -0.0025 -0.0064 -0.0091
C -0.0467 0.0127 0.0025
C 0.0357 -0.0081 0.0072
C -0.0143 0.0071 -0.0097
S -0.1274 0.1096 -0.1196
O 0.1576 -0.0107 0.0180
O -0.0340 -0.0202 0.0056
O 0.0924 0.0105 0.1871
H -0.0022 0.0026 -0.0035
H -0.0072 0.0027 0.0009
H 0.0042 0.0000 -0.0005
H -0.0031 0.0015 -0.0028
H -0.0066 0.0045 -0.0080
H 0.0008 0.0031 -0.0034
H -0.0040 -0.0009 -0.0034
F -0.0373 -0.0220 -0.0607
B -0.0531 0.0481 0.0306
F 0.0080 0.0032 0.0258